[1]
This record from OMol25 describes a cluster of 11 separate species, C59H121N3O19S8 in total. The level of theory is wB97M-V/def2-TZVPD.

**Spin multiplicity**: 2
**<S²>**: 0.75
**Frontier orbital gap (alpha / beta)**: 7.97 / 3.66 eV
**Charge**: +1
**E_tot**: -7099.27160 Eh

Last column: Mulliken charge in e.
CARTESIAN COORDINATES (ANGSTROEM)
C (2.50, 2.69, -4.50)  -0.64
C (1.46, 3.49, -3.61)  0.95
C (1.66, 4.96, -3.80)  -0.87
S (3.34, 5.20, -4.48)  1.15
O (4.14, 5.94, -3.53)  -0.65
O (3.14, 5.79, -5.84)  -0.67
C (3.87, 3.40, -4.55)  -0.78
H (2.14, 2.67, -5.52)  0.37
H (2.67, 1.68, -4.14)  0.28
H (1.38, 3.09, -2.60)  -0.15
H (0.43, 3.31, -3.91)  -0.47
H (1.50, 5.41, -2.82)  0.30
H (1.02, 5.41, -4.56)  0.45
H (4.47, 3.33, -3.65)  0.26
H (4.49, 3.25, -5.43)  0.53
C (-7.89, 0.43, -2.66)  -1.14
C (-7.15, 0.74, -1.31)  0.67
C (-6.66, -0.60, -0.88)  -0.95
S (-6.13, -1.60, -2.45)  0.98
O (-6.79, -2.91, -2.38)  -0.72
O (-4.72, -1.45, -2.68)  -0.42
C (-7.00, -0.46, -3.61)  -0.62
H (-8.24, 1.33, -3.18)  0.44
H (-8.82, -0.12, -2.51)  0.47
H (-7.76, 1.26, -0.57)  0.48
H (-6.23, 1.28, -1.52)  -0.71
H (-7.60, -1.10, -0.62)  0.45
H (-5.99, -0.72, -0.03)  0.39
H (-7.57, -1.08, -4.30)  0.51
H (-6.18, 0.10, -4.05)  0.11
C (-0.24, 4.03, 2.04)  -0.50
C (-0.73, 4.26, 0.60)  1.93
C (0.18, 5.39, 0.17)  -1.03
S (0.14, 6.61, 1.57)  1.15
O (-1.00, 7.59, 1.46)  -0.67
O (1.44, 7.15, 1.97)  -0.66
C (-0.43, 5.34, 2.82)  -0.97
H (0.84, 3.91, 2.13)  0.58
H (-0.64, 3.10, 2.44)  0.07
H (-1.77, 4.59, 0.54)  -0.05
H (-0.68, 3.34, 0.01)  -1.83
H (0.07, 5.96, -0.74)  0.42
H (1.11, 4.83, 0.10)  0.53
H (-1.48, 5.62, 2.92)  0.31
H (-0.03, 5.56, 3.82)  0.65
C (1.54, -3.77, 4.46)  0.49
C (1.73, -3.70, 6.05)  -0.41
C (3.00, -4.51, 6.41)  -0.93
S (4.17, -4.14, 5.06)  1.09
O (4.88, -5.36, 4.57)  -0.67
O (5.03, -2.99, 5.45)  -0.66
C (2.88, -3.57, 3.79)  -0.90
H (0.90, -3.01, 4.02)  -0.37
H (1.13, -4.69, 4.03)  0.08
H (0.84, -4.07, 6.56)  0.50
H (1.82, -2.63, 6.22)  0.06
H (2.80, -5.57, 6.52)  0.45
H (3.41, -4.36, 7.41)  0.49
H (2.92, -4.21, 2.91)  0.46
H (3.11, -2.52, 3.60)  0.46
C (0.80, -4.51, -7.35)  -0.77
C (0.40, -3.08, -7.97)  -0.58
C (-0.12, -2.26, -6.80)  -0.87
S (0.48, -2.85, -5.11)  1.37
O (-0.64, -3.28, -4.35)  -0.74
O (1.42, -1.91, -4.43)  -0.60
C (1.45, -4.14, -5.98)  -0.83
H (1.40, -5.09, -8.06)  0.40
H (-0.11, -5.07, -7.13)  0.29
H (-0.23, -3.04, -8.86)  0.37
H (1.36, -2.67, -8.26)  0.27
H (-1.21, -2.29, -6.75)  0.42
H (0.10, -1.19, -6.77)  0.42
H (1.66, -4.85, -5.19)  0.57
H (2.48, -3.81, -6.15)  0.28
C (-1.21, -5.46, -1.14)  -0.80
C (-2.01, -6.29, -0.03)  -0.67
C (-0.97, -6.53, 1.07)  -0.91
S (0.02, -4.98, 1.25)  1.35
O (1.42, -5.26, 1.68)  -0.77
O (-0.82, -4.01, 1.98)  -0.76
C (0.02, -4.69, -0.55)  0.38
H (-1.89, -4.87, -1.74)  0.30
H (-0.87, -6.14, -1.92)  0.47
H (-2.45, -7.21, -0.41)  0.40
H (-2.77, -5.62, 0.36)  0.28
H (-0.25, -7.27, 0.73)  0.42
H (-1.34, -6.82, 2.05)  0.49
H (0.98, -5.11, -0.86)  0.72
H (0.06, -3.62, -0.75)  -0.95
C (-4.03, 3.63, 2.57)  0.71
C (-4.92, 4.27, 1.47)  -1.19
C (-5.74, 3.13, 0.89)  0.04
S (-6.15, 1.90, 2.29)  1.02
O (-5.61, 0.61, 1.87)  -0.51
O (-7.54, 2.10, 2.78)  -0.72
C (-4.93, 2.67, 3.43)  -0.65
H (-3.67, 4.31, 3.34)  0.44
H (-3.22, 3.08, 2.09)  -0.60
H (-4.27, 4.87, 0.84)  0.37
H (-5.66, 4.98, 1.86)  0.41
H (-5.13, 2.63, 0.14)  -0.54
H (-6.64, 3.49, 0.40)  0.78
H (-4.44, 1.86, 3.97)  0.02
H (-5.47, 3.18, 4.23)  0.47
C (-2.91, 4.38, -4.31)  -1.01
C (-2.65, 3.05, -3.47)  0.23
C (-4.01, 2.36, -3.33)  0.69
S (-5.36, 3.60, -3.52)  1.14
O (-5.97, 3.93, -2.21)  -0.57
O (-6.22, 3.21, -4.64)  -0.68
C (-4.24, 4.96, -3.84)  -0.80
H (-3.05, 3.98, -5.31)  0.46
H (-2.10, 5.10, -4.23)  0.34
H (-2.34, 3.39, -2.48)  -0.30
H (-1.82, 2.60, -4.01)  0.26
H (-4.17, 1.94, -2.34)  -0.85
H (-4.06, 1.65, -4.15)  0.35
H (-3.87, 5.40, -2.91)  0.29
H (-4.56, 5.79, -4.47)  0.52
C (6.76, 0.64, -2.32)  -2.05
C (6.65, -0.88, -1.95)  1.46
C (5.09, -1.18, -1.90)  -0.79
C (4.84, -2.70, -1.83)  0.07
C (5.50, -3.41, -3.05)  -1.42
C (7.00, -3.11, -3.23)  1.77
N (7.24, -1.65, -3.10)  0.39
O (8.57, -1.31, -3.37)  -0.48
C (7.80, -3.96, -2.16)  -1.74
C (7.37, -3.46, -4.70)  -2.15
C (7.32, -1.06, -0.57)  -1.77
H (6.12, 1.25, -1.68)  0.37
H (6.45, 0.70, -3.36)  0.48
H (7.78, 0.91, -2.07)  0.44
H (4.86, -0.67, -0.97)  0.24
H (4.56, -0.66, -2.70)  0.21
H (3.76, -2.88, -1.89)  -0.01
H (5.21, -3.13, -0.90)  0.45
H (5.02, -3.32, -4.03)  0.17
H (5.37, -4.48, -2.87)  0.43
H (7.34, -4.28, -1.23)  0.29
H (8.32, -4.79, -2.63)  0.46
H (8.60, -3.33, -1.75)  0.37
H (8.44, -3.66, -4.78)  0.45
H (7.05, -4.42, -5.11)  0.43
H (6.98, -2.67, -5.35)  0.45
H (8.39, -0.86, -0.50)  0.38
H (7.05, -2.01, -0.11)  0.35
H (7.05, -0.29, 0.15)  0.46
H (8.51, -1.13, -4.31)  0.35
C (1.94, -1.52, 0.68)  -1.40
C (0.88, -0.58, 0.02)  2.32
C (1.11, -0.67, -1.52)  -1.65
C (0.01, 0.11, -2.26)  0.36
C (-1.32, -0.42, -1.87)  -1.16
C (-1.65, -0.61, -0.37)  2.87
N (-0.44, -1.02, 0.36)  0.61
O (-0.62, -1.18, 1.72)  1.12
C (-2.32, 0.75, 0.10)  -0.75
C (-2.69, -1.78, -0.28)  -0.86
C (1.15, 0.92, 0.50)  -1.27
H (1.80, -2.55, 0.35)  0.12
H (1.80, -1.55, 1.76)  0.20
H (2.97, -1.33, 0.37)  -0.10
H (2.05, -0.19, -1.80)  0.33
H (1.10, -1.69, -1.89)  0.24
H (0.21, 0.17, -3.32)  0.82
H (0.04, 1.15, -1.93)  -1.04
H (-1.58, -1.33, -2.42)  0.68
H (-2.03, 0.28, -2.32)  -0.54
H (-3.36, 0.90, -0.18)  -0.12
H (-2.33, 0.86, 1.18)  0.20
H (-1.87, 1.62, -0.38)  -0.51
H (-2.53, -2.38, 0.61)  0.14
H (-3.67, -1.34, -0.08)  -0.67
H (-2.76, -2.37, -1.19)  0.57
H (1.01, 1.02, 1.58)  -0.10
H (0.43, 1.67, 0.18)  -0.12
H (2.17, 1.25, 0.29)  0.74
H (-0.79, -2.11, 1.87)  -0.04
C (-2.38, 2.41, 7.75)  -1.56
C (-0.91, 2.19, 7.42)  1.37
C (-0.19, 1.27, 8.39)  -1.46
C (-0.44, -0.22, 8.24)  -1.22
C (-0.02, -0.57, 6.80)  -1.49
C (-0.58, 0.24, 5.68)  3.01
N (-0.46, 1.74, 6.05)  -0.16
O (-1.07, 2.59, 5.16)  0.07
C (0.32, 0.16, 4.40)  -0.63
C (-2.00, -0.21, 5.52)  -1.96
C (-0.23, 3.61, 7.71)  -1.89
H (-2.85, 1.43, 7.73)  0.40
H (-2.94, 2.98, 7.02)  0.24
H (-2.52, 2.90, 8.71)  0.41
H (0.89, 1.38, 8.37)  0.42
H (-0.51, 1.61, 9.38)  0.55
H (-1.48, -0.47, 8.45)  0.37
H (0.19, -0.81, 8.90)  0.46
H (-0.17, -1.64, 6.66)  0.41
H (1.06, -0.43, 6.80)  0.60
H (0.35, -0.89, 4.10)  -0.57
H (0.00, 0.81, 3.59)  -0.49
H (1.31, 0.57, 4.59)  0.66
H (-2.10, -1.24, 5.19)  0.43
H (-2.67, -0.13, 6.37)  0.36
H (-2.58, 0.43, 4.85)  0.18
H (0.72, 3.75, 7.20)  0.43
H (-0.10, 3.88, 8.76)  0.40
H (-0.83, 4.43, 7.30)  0.36
H (-0.33, 2.92, 4.63)  0.18



[2]
This record from OMol25 describes a cluster of 8 separate species, C59H133N7O in total. The level of theory is wB97M-V/def2-TZVPD.

**Spin multiplicity**: 2
**<S²>**: 0.75
**Frontier orbital gap (alpha / beta)**: 2.72 / 7.41 eV
**Charge**: +5
**E_tot**: -2784.24142 Eh

Last column: Mulliken charge in e.
CARTESIAN COORDINATES (ANGSTROEM)
C (-0.66, -0.86, 1.31)  1.70
C (-0.49, -0.75, -0.22)  1.02
C (-0.84, -2.15, -0.87)  0.18
O (-1.18, 0.28, -0.81)  -0.70
H (-1.72, -0.87, 1.58)  -0.64
H (-0.23, -0.06, 1.91)  -0.61
H (-0.12, -1.75, 1.66)  -0.74
H (0.55, -0.51, -0.46)  -0.62
H (-0.19, -2.98, -0.60)  -0.39
H (-0.76, -2.16, -1.96)  0.13
H (-1.88, -2.38, -0.66)  -0.47
C (4.17, 8.17, -0.39)  -1.38
C (2.86, 7.35, -0.53)  -0.11
C (2.81, 6.29, 0.70)  -0.87
N (1.57, 5.33, 0.56)  0.79
C (0.28, 6.15, 0.97)  -0.92
C (1.75, 4.11, 1.47)  -1.56
C (0.95, 2.97, 0.83)  2.55
C (0.66, 3.35, -0.55)  0.86
C (1.47, 4.66, -0.83)  -1.06
H (5.08, 7.57, -0.45)  0.36
H (4.16, 8.59, 0.61)  0.35
H (4.27, 8.94, -1.15)  0.38
H (2.71, 6.89, -1.51)  0.32
H (2.09, 8.10, -0.37)  0.25
H (3.05, 6.61, 1.71)  0.61
H (3.67, 5.65, 0.47)  0.26
H (0.40, 6.48, 2.00)  0.31
H (-0.56, 5.47, 0.84)  0.39
H (0.03, 7.01, 0.34)  0.30
H (1.41, 4.36, 2.48)  0.28
H (2.82, 3.91, 1.43)  0.48
H (0.04, 2.80, 1.41)  -0.14
H (1.55, 2.06, 0.92)  -1.52
H (-0.42, 3.29, -0.63)  -0.45
H (1.06, 2.56, -1.20)  -0.31
H (0.93, 5.28, -1.54)  0.61
H (2.48, 4.48, -1.20)  0.09
C (-4.17, 4.14, -2.36)  -1.00
C (-4.84, 3.03, -1.56)  -0.67
C (-4.33, 1.63, -1.92)  0.07
N (-5.08, 0.46, -1.23)  0.84
C (-4.76, 0.56, 0.28)  -1.12
C (-4.68, -0.88, -1.82)  0.31
C (-5.44, -1.05, -3.14)  -0.22
C (-6.75, -0.48, -2.89)  -0.98
C (-6.61, 0.44, -1.58)  -0.32
H (-4.71, 5.08, -2.48)  0.48
H (-4.07, 3.89, -3.41)  0.29
H (-3.15, 4.20, -1.99)  0.00
H (-5.92, 3.16, -1.64)  0.44
H (-4.72, 3.27, -0.50)  0.31
H (-3.27, 1.53, -1.67)  -0.49
H (-4.33, 1.33, -2.96)  0.55
H (-3.79, 0.06, 0.22)  0.56
H (-5.62, 0.09, 0.76)  0.27
H (-4.61, 1.56, 0.69)  0.21
H (-5.01, -1.66, -1.14)  0.34
H (-3.59, -0.84, -1.88)  -0.64
H (-5.52, -2.09, -3.47)  0.45
H (-5.17, -0.55, -4.07)  0.09
H (-7.56, -1.19, -2.72)  0.25
H (-7.08, 0.06, -3.77)  0.38
H (-7.15, -0.09, -0.80)  0.41
H (-6.94, 1.47, -1.72)  0.27
C (-5.02, -4.74, -2.17)  -1.70
C (-4.00, -4.70, -1.03)  1.15
C (-4.57, -5.41, 0.18)  -1.13
N (-3.82, -5.12, 1.54)  0.24
C (-2.36, -5.60, 1.53)  -1.17
C (-3.84, -3.59, 1.92)  0.32
C (-4.28, -3.61, 3.30)  -0.36
C (-5.29, -4.77, 3.32)  -0.95
C (-4.59, -5.85, 2.61)  -0.40
H (-5.27, -5.75, -2.47)  0.51
H (-4.74, -4.07, -2.99)  0.29
H (-5.97, -4.34, -1.82)  0.42
H (-3.79, -3.65, -0.86)  -0.60
H (-3.05, -5.11, -1.39)  0.36
H (-4.64, -6.50, 0.25)  0.59
H (-5.61, -5.08, 0.26)  0.29
H (-2.06, -5.44, 2.57)  0.58
H (-1.83, -5.09, 0.72)  0.25
H (-2.43, -6.66, 1.30)  0.38
H (-2.86, -3.14, 1.73)  -0.08
H (-4.63, -3.20, 1.28)  -0.19
H (-3.54, -3.83, 4.08)  0.35
H (-4.84, -2.71, 3.55)  0.34
H (-5.63, -5.13, 4.29)  0.52
H (-6.16, -4.40, 2.77)  0.31
H (-3.89, -6.47, 3.17)  0.40
H (-5.17, -6.59, 2.07)  0.37
C (1.90, -6.24, -1.08)  -1.73
C (1.97, -4.95, -0.31)  0.87
C (3.18, -4.85, 0.58)  -0.97
N (3.30, -3.58, 1.46)  0.82
C (2.28, -3.57, 2.67)  -0.66
C (3.29, -2.27, 0.56)  -0.65
C (4.04, -1.23, 1.34)  1.72
C (5.23, -1.97, 1.73)  0.17
C (4.76, -3.51, 2.09)  -0.95
H (1.67, -6.99, -0.32)  0.39
H (2.81, -6.49, -1.64)  0.39
H (1.11, -6.44, -1.80)  0.40
H (1.02, -4.83, 0.21)  -0.42
H (2.05, -4.21, -1.11)  0.13
H (4.07, -4.83, -0.04)  0.49
H (3.33, -5.68, 1.28)  0.58
H (2.28, -4.47, 3.29)  0.37
H (1.26, -3.54, 2.27)  -0.07
H (2.55, -2.65, 3.19)  0.35
H (2.24, -2.11, 0.32)  -0.58
H (3.76, -2.51, -0.39)  0.39
H (3.45, -0.87, 2.19)  -0.83
H (4.20, -0.33, 0.74)  -0.60
H (5.79, -1.50, 2.53)  0.57
H (5.91, -2.03, 0.88)  -0.24
H (4.77, -3.56, 3.18)  0.24
H (5.43, -4.29, 1.73)  0.48
C (8.21, -0.34, 0.98)  -1.39
C (7.61, 0.67, 0.02)  -0.05
C (6.94, 0.02, -1.25)  -0.98
N (6.13, 0.96, -2.16)  0.55
C (7.15, 2.03, -2.65)  -1.08
C (5.49, 0.18, -3.35)  -0.82
C (4.10, -0.17, -2.99)  0.07
C (3.67, 0.88, -2.03)  1.90
C (4.93, 1.59, -1.43)  -0.79
H (8.11, -1.38, 0.68)  0.44
H (7.82, -0.31, 2.00)  0.26
H (9.29, -0.28, 1.01)  0.38
H (8.48, 1.28, -0.20)  0.49
H (6.92, 1.31, 0.57)  0.29
H (6.29, -0.79, -0.91)  0.24
H (7.69, -0.45, -1.89)  0.48
H (7.93, 1.46, -3.16)  0.35
H (7.44, 2.66, -1.81)  0.39
H (6.60, 2.72, -3.29)  0.48
H (5.40, 0.96, -4.11)  0.41
H (6.16, -0.64, -3.64)  0.41
H (3.39, -0.10, -3.81)  0.24
H (3.99, -1.16, -2.55)  0.00
H (3.05, 1.66, -2.47)  -0.96
H (3.00, 0.44, -1.30)  -0.59
H (4.81, 2.64, -1.70)  0.20
H (5.15, 1.59, -0.36)  -0.08
C (-3.59, 0.40, 3.66)  -1.11
C (-2.24, 0.92, 4.16)  0.52
C (-1.69, -0.04, 5.28)  -1.05
N (-0.16, 0.26, 5.73)  0.54
C (0.89, 0.23, 4.51)  -1.49
C (0.24, -0.76, 6.80)  -0.46
C (0.99, -0.03, 7.88)  -0.64
C (0.24, 1.30, 7.96)  -0.65
C (0.09, 1.58, 6.50)  -0.48
H (-4.34, 0.53, 4.44)  0.56
H (-3.47, -0.61, 3.28)  -0.04
H (-4.08, 1.07, 2.95)  0.27
H (-2.43, 1.93, 4.53)  0.48
H (-1.50, 0.90, 3.36)  -0.51
H (-1.76, -1.10, 5.04)  0.52
H (-2.27, 0.11, 6.20)  0.49
H (0.81, 1.12, 3.89)  0.60
H (0.77, -0.66, 3.89)  0.00
H (1.92, 0.26, 4.88)  0.57
H (0.87, -1.50, 6.30)  0.23
H (-0.67, -1.13, 7.27)  0.46
H (2.03, 0.25, 7.73)  0.33
H (0.84, -0.51, 8.85)  0.37
H (0.95, 2.01, 8.39)  0.34
H (-0.67, 1.25, 8.55)  0.34
H (0.94, 2.00, 5.97)  0.33
H (-0.76, 2.23, 6.31)  0.32
C (-2.64, -1.79, -4.91)  -1.57
C (-1.89, -0.58, -4.32)  1.81
C (-1.36, 0.45, -5.38)  -1.20
N (-0.57, 1.62, -4.80)  0.39
C (0.81, 1.29, -4.21)  -1.42
C (-1.35, 2.47, -3.76)  0.19
C (-0.92, 3.87, -3.77)  0.19
C (-0.27, 4.06, -5.15)  -1.11
C (-0.37, 2.72, -5.84)  -0.51
H (-3.53, -1.46, -5.46)  0.35
H (-2.91, -2.33, -4.00)  0.28
H (-2.11, -2.37, -5.67)  0.45
H (-1.02, -0.88, -3.73)  -0.11
H (-2.57, 0.03, -3.73)  -0.52
H (-2.16, 0.86, -6.01)  0.36
H (-0.66, -0.04, -6.05)  0.36
H (1.29, 0.66, -4.96)  0.47
H (0.57, 0.80, -3.26)  0.33
H (1.35, 2.21, -3.99)  0.60
H (-1.28, 2.02, -2.77)  -0.45
H (-2.34, 2.56, -4.22)  0.43
H (-0.19, 4.06, -2.99)  -1.12
H (-1.73, 4.53, -3.45)  0.95
H (0.79, 4.31, -5.10)  0.42
H (-0.68, 4.85, -5.78)  0.33
H (0.57, 2.51, -6.36)  0.39
H (-1.19, 2.75, -6.56)  0.53



- What is the spin multiplicity in the first record?
  2



- Number 1 is which compound?
  C59H121N3O19S8



- Number 2 is which compound?
  C59H133N7O